2 unconnected molecules or ions with the total composition C3H7ClO2S in a non-equilibrium geometry. Source: the OMol25 dataset; level of theory: ωB97M-V/def2-TZVPD.

Bonds (Å) are listed after each position.
Geometry (Å):
1 O 1.23 -1.69 -0.78  S2 1.590, H5 1.116
2 S -0.29 -1.86 -0.36  O1 1.590, O3 1.500
3 O -1.15 -1.42 -1.51  S2 1.500, Cl4 1.965
4 Cl -1.76 -2.47 -3.06  O3 1.965
5 H 1.41 -0.59 -0.76  O1 1.116
6 C 1.00 0.77 -0.25  C7 1.336, H9 1.082, H10 1.088
7 C -0.26 0.90 0.15  C6 1.336, C8 1.494, H11 0.990
8 C -0.50 0.85 1.63  C7 1.494, H12 1.195, H13 1.070, H14 1.051
9 H 1.48 1.05 -1.18  C6 1.082
10 H 1.74 1.01 0.50  C6 1.088
11 H -1.09 1.04 -0.38  C7 0.990
12 H -1.42 0.17 1.97  C8 1.195
13 H -0.69 1.86 1.91  C8 1.070
14 H 0.30 0.37 2.11  C8 1.051

Total energy, eV: -30672.149
Strongest force on any atom, eV Å⁻¹: 4.4
E_LUMO (spin up / spin down), eV: -1.6 / -1.3
Energy above the lowest of the compared OMol25 structures with the same formula, charge and spin, kcal per mole: 92.95
Total charge: 0
SMILES string: OSOCl.C=CC

These are the Löwdin partial charges, in e, on atoms 1 to 6: atom 1 (O): -0.433, atom 2 (S): 0.900, atom 3 (O): -0.881, atom 4 (Cl): 0.305, atom 5 (H): 0.034, atom 6 (C): -0.124